Record 1
C5H9NO | wB97M-V/def2-TZVPD

Each line ends with the Mulliken charge.
Atoms and positions in Å:
C  -1.896  -0.213  -0.409  -1.60
C  -0.423  -0.511  -0.597  1.34
O  -0.324  -1.371  -1.705  -0.60
C  0.474  0.771  -0.644  -0.91
N  1.057  0.280  0.602  0.10
C  1.635  0.911  1.555  -0.44
C  0.380  -0.875  0.595  -0.92
H  -2.051  0.537  0.371  0.37
H  -2.418  -1.131  -0.129  0.36
H  -2.325  0.158  -1.344  0.38
H  0.573  -1.734  -1.693  0.37
H  -0.020  1.738  -0.508  0.34
H  1.204  0.793  -1.445  0.28
H  1.543  0.476  2.513  0.25
H  2.201  1.799  1.473  0.28
H  0.390  -1.628  1.367  0.41

Forces on the atoms, in the same order (eV/Å):
-0.2 0.0 0.0
-0.3 0.0 -0.3
0.1 -0.3 -0.5
-0.1 0.0 -0.4
-0.9 -0.2 0.5
0.9 0.5 1.2
0.2 -0.2 -0.5
0.0 -0.1 0.0
0.0 0.1 0.0
0.0 0.0 0.1
-0.2 0.0 0.0
0.1 -0.2 -0.1
0.0 0.0 -0.2
0.2 -0.5 0.8
0.3 0.8 -0.7
-0.1 0.1 0.0

Results
net charge = 0
HOMO-LUMO gap = 7.871 eV
2S+1 = 1
HOMO energy = -6.94 eV

Record 2
C5H9NO | wB97M-V/def2-TZVPD

Each line ends with the Mulliken charge.
Atoms and positions in Å:
C  0.223  -1.052  1.452  -1.25
C  0.784  0.186  0.800  0.18
N  1.801  0.015  -0.236  -0.73
C  0.500  0.577  -0.606  0.09
C  -0.332  -0.249  -1.560  -1.33
C  -2.447  1.741  -0.104  0.12
O  -3.062  0.872  0.292  -0.13
H  0.110  -1.862  0.727  0.28
H  0.886  -1.405  2.249  0.35
H  -0.758  -0.839  1.893  0.27
H  0.935  1.019  1.490  0.45
H  2.514  0.736  -0.175  0.24
H  0.459  1.654  -0.779  0.50
H  0.006  -1.288  -1.548  0.42
H  -0.222  0.130  -2.582  0.31
H  -1.397  -0.234  -1.313  0.24

Forces on the atoms, in the same order (eV/Å):
0.0 0.0 0.0
-0.1 0.0 0.2
0.3 0.1 0.0
-0.2 0.1 -0.1
0.0 -0.1 0.0
-0.8 -1.0 0.5
0.7 1.1 -0.4
0.0 0.1 0.1
-0.1 0.1 -0.1
0.1 0.0 -0.1
0.0 -0.1 -0.1
-0.1 -0.1 0.0
0.0 -0.2 0.0
0.0 0.1 0.0
0.0 -0.1 0.1
0.2 0.0 -0.1

Results
net charge = 0
HOMO-LUMO gap = 10.604 eV
2S+1 = 1
HOMO energy = -9.52 eV